1.
A structure of composition C28H39IrO5Si, computed with ωB97M-V/def2-TZVPD.

XYZ file:
```
74
Properties=species:S:1:pos:R:3:forces:R:3:lowdin_charge:R:1
Ir -0.346070 -0.001744 1.403220 -0.039 1.152 -5.613 1.41
Si 0.154173 0.073554 7.380805 -0.138 -0.123 -0.587 0.41
O -0.461962 -2.226881 -5.953129 0.094 0.222 -0.390 -0.03
O -0.570369 0.157625 -0.718129 -0.404 -2.451 -0.574 -0.38
O 2.759344 -0.388787 -4.557900 -1.068 -0.069 -1.127 0.11
O -0.874124 -0.244496 -6.912738 0.381 -0.638 0.981 0.10
O 1.869130 -0.574324 -6.628822 0.604 0.074 0.393 -0.04
C -2.350255 0.879506 1.704245 -1.298 -0.949 0.915 -0.19
C 1.719324 0.782632 0.961521 2.012 -1.482 -1.086 -0.23
C 1.783533 -0.423837 -5.292514 1.232 0.430 1.654 -0.40
C -1.165806 -0.510442 -2.942374 0.222 0.145 -0.959 -0.23
C 1.164739 -0.029285 4.515726 -1.038 -0.091 1.524 -0.07
C -0.393171 -0.887118 -5.993858 -1.487 0.819 -0.533 -0.45
C -0.453837 1.744719 -2.038687 -0.346 1.490 -2.036 -0.36
C 0.637200 -0.034074 5.624063 1.135 0.345 -1.111 -0.07
C 1.318078 1.131995 2.284097 1.032 1.478 1.754 -0.28
C 0.984296 2.098494 -2.028591 -0.022 0.348 0.145 -0.09
C -1.913669 -1.385181 2.059613 -1.203 -0.558 0.437 -0.23
C 1.293398 -1.121512 2.193450 1.633 -1.166 0.736 -0.27
C 3.206724 -0.755828 -7.103875 0.104 0.026 -0.146 -0.03
C 0.348108 -0.304832 -4.796376 0.020 -0.872 -1.166 -0.24
C 0.106346 -1.114952 -3.510540 0.617 0.450 0.080 -0.06
C -0.048131 -1.687418 7.971813 0.091 -0.192 0.258 -0.20
C 1.636887 -0.671493 0.860418 1.323 1.619 0.694 -0.22
C -0.998251 -2.770798 -7.158787 -0.048 -0.234 0.075 -0.04
C 1.726810 -0.027390 3.180834 0.567 -0.047 -0.508 -0.37
C 1.489344 0.949367 8.355211 0.223 0.089 0.116 -0.19
C -1.345868 -0.639813 3.132379 -1.471 -0.647 2.184 -0.30
C -1.408663 2.656242 -1.351198 0.322 -0.135 0.142 -0.08
C -1.014268 1.025176 -3.254484 0.064 0.019 0.839 -0.19
C -1.387942 -0.728808 -1.469894 0.478 1.261 0.865 -0.27
C -1.475102 0.981689 7.532020 -0.154 0.142 0.121 -0.20
C -2.567273 -0.449979 1.195150 -1.719 0.356 0.737 -0.22
C -0.130621 1.134709 -4.516873 0.333 -0.270 -0.278 -0.03
C -1.617628 0.755482 2.941677 -2.046 0.113 0.889 -0.24
H -1.693973 1.189131 8.588246 -0.036 -0.003 -0.148 0.02
H -2.014788 -0.920531 -3.514801 0.016 0.068 0.109 0.15
H 2.481007 0.543323 8.113302 -0.231 0.052 0.051 0.03
H -0.699696 1.482929 -5.384839 0.209 0.017 0.181 0.12
H 3.860664 0.072251 -6.794956 -0.281 -0.267 -0.073 0.10
H -2.300682 0.384349 7.122838 0.201 0.107 0.046 0.03
H -2.404278 2.196288 -1.279163 0.136 0.204 -0.007 0.08
H 0.763894 1.768804 -4.403741 -0.601 -0.126 0.086 0.11
H -2.048067 -2.485772 -7.263403 0.125 -0.097 -0.043 0.10
H 2.823542 -0.025990 3.308140 0.383 -0.137 0.143 0.12
H -2.707564 1.800684 1.253077 0.194 -0.216 0.078 0.09
H -0.441220 -2.396652 -8.023589 -0.094 -0.155 0.138 0.10
H 1.222678 2.658356 -1.113942 0.003 -0.127 -0.281 0.07
H 1.171016 2.147689 2.666749 0.447 -0.354 -0.223 0.09
H 1.511500 2.024978 8.138652 -0.032 -0.199 0.008 0.03
H 1.319816 0.820155 9.431594 0.034 0.057 -0.114 0.02
H 0.070684 -1.749762 9.061259 -0.075 -0.100 -0.142 0.02
H -1.478067 3.613484 -1.897974 -0.259 0.093 0.137 0.08
H 0.946019 -0.886646 -2.837518 -0.190 -0.207 -0.066 0.13
H 1.173772 -2.165813 2.467903 0.256 0.111 -0.019 0.10
H -2.446913 -0.490610 -1.293666 -0.005 -0.360 -0.041 0.09
H -1.162314 -1.757340 -1.152952 -0.341 -0.153 -0.203 0.12
H -2.015642 1.432294 -3.465797 0.198 -0.040 0.017 0.14
H 3.612296 -1.698270 -6.717029 -0.033 0.231 -0.118 0.10
H 1.221496 2.764743 -2.881271 0.270 -0.018 0.236 0.07
H -1.456209 1.937042 6.991242 0.031 -0.189 0.122 0.03
H 1.641244 1.216781 -2.085849 -0.058 0.224 -0.015 0.09
H 1.730065 -1.272257 -0.035962 0.064 0.152 0.148 0.09
H -1.052224 2.859465 -0.334930 -0.147 0.113 -0.045 0.07
H -3.166561 -0.711557 0.334191 0.259 0.129 0.183 0.08
H -1.354259 1.563614 3.599120 0.116 0.024 0.085 0.09
H 3.100671 -0.785354 -8.188154 0.174 -0.043 0.101 0.09
H 0.706989 -2.327799 7.497643 -0.141 0.122 0.154 0.03
H -0.887981 -3.844328 -7.031025 -0.092 -0.035 -0.222 0.09
H -0.862152 -1.087416 3.993252 -0.192 0.224 -0.341 0.08
H -1.037099 -2.075550 7.703900 0.140 0.036 0.028 0.03
H -1.838845 -2.463960 1.919561 -0.154 0.404 0.114 0.10
H 1.974752 1.466860 0.155585 -0.339 -0.425 0.301 0.06
H 0.062010 -2.189809 -3.713162 0.038 0.230 0.207 0.13
```
Positions in Å, forces in eV/Å.

Computed properties:
Multiplicity: 6
Frontier orbital gap (spin up / spin down), hartree: 0.0986 / 0.2444
Highest occupied orbital energy (spin up / spin down), Ha: -0.010 / -0.161
<S²>: 8.772
LUMO (spin up / spin down), eV: 2.42 / 2.28
Charge: -1

---

2.
The molecule O3S2, computed with ωB97M-V/def2-TZVPD.

XYZ file:
```
5
Properties=species:S:1:pos:R:3:forces:R:3:nbo_charge:R:1
S 1.174459 -0.736052 -0.857478 -2.013 1.289 1.676 1.26
S -1.138512 0.678262 1.118508 0.444 0.198 -0.278 1.27
O -1.809899 -0.531879 1.565873 0.032 -0.429 -0.041 -0.83
O 1.758338 0.134984 -1.837536 0.461 0.154 -0.515 -0.74
O 0.015614 0.454684 0.010632 1.076 -1.211 -0.842 -0.96
```
Positions in Å, forces in eV/Å.

Computed properties:
Frontier orbital gap (spin up / spin down), hartree: 0.3289 / 0.2347
Highest occupied orbital energy (spin up / spin down), Ha: -0.363 / -0.307
LUMO (spin up / spin down), eV: -0.94 / -1.96

---

3.
A structure of composition C23H45F3N5O6SSiTl, computed with ωB97M-V/def2-TZVPD.

XYZ file:
```
85
Properties=species:S:1:pos:R:3:forces:R:3:lowdin_charge:R:1
Tl 0.221940 1.432738 0.639471 -0.158 -0.200 0.141 0.86
S -2.842163 3.750651 -0.764608 -0.665 -0.675 -0.387 0.58
Si -0.636458 -2.282280 -0.693377 0.071 -0.298 -0.014 -0.01
F -4.420388 6.314335 -0.319242 0.211 -0.025 -0.182 0.08
F -3.887864 7.534996 1.344053 0.296 0.173 0.118 0.06
F -4.320618 5.462285 1.654344 0.210 -0.230 0.002 0.10
O -0.748766 -0.840099 -0.148142 -0.044 0.366 0.154 -0.38
O 2.858371 2.494031 -0.992157 -0.207 -0.035 -0.058 0.02
O -0.411941 1.558997 3.377305 -0.008 -0.096 -0.212 -0.06
O -0.002699 -2.434349 -2.233004 -0.471 -0.082 0.095 -0.11
O -2.060705 -3.152827 -0.779592 0.218 -0.077 0.206 -0.11
O 0.298834 -3.358854 0.178974 0.210 0.203 -0.435 -0.11
N 0.158168 1.200442 5.495366 -0.117 0.092 0.458 0.12
N -0.451550 4.540846 -0.064386 0.073 0.087 -0.207 0.00
N 5.082917 2.716887 -0.747689 0.366 -0.077 -0.187 0.13
N -0.488898 1.695729 -2.163744 0.342 -0.117 -0.292 -0.13
N 0.298777 2.420676 -3.163153 -0.008 -0.242 -0.092 -0.07
C 1.562776 0.166238 3.814857 0.149 -0.071 -0.610 -0.28
C 0.024355 -3.790628 1.477870 0.061 -0.606 0.836 -0.66
C -0.654234 -5.170988 1.389802 0.151 0.316 -0.068 -0.03
C -2.822185 -3.904269 -2.897916 -0.006 0.188 0.280 -0.03
C 3.727273 2.883246 1.233812 -0.433 -0.026 -0.042 -0.03
C 1.292968 -1.660431 -4.052627 -0.030 -0.164 0.429 -0.03
C -0.900650 -2.827710 2.222223 0.232 -0.048 -0.123 -0.04
C 1.317022 -2.142379 -2.591460 0.875 -0.013 -0.602 -0.65
C -2.229863 6.000003 0.633004 0.446 0.044 0.170 -0.16
C 2.145616 -3.434794 -2.468750 -0.234 0.248 -0.012 -0.03
C -3.208892 -1.534339 -2.175818 0.050 -0.202 0.204 -0.04
C 0.050181 6.605741 1.040693 0.022 0.130 0.091 -0.10
C -1.304668 6.894152 1.141366 -0.014 -0.089 -0.064 -0.05
C -3.676524 6.289111 0.801894 -0.915 0.349 0.129 -0.60
C 1.372873 -3.900160 2.204706 -0.372 0.102 -0.216 -0.03
C -1.780671 4.802345 -0.014106 -0.094 0.458 0.046 -0.79
C -3.093150 -2.982205 -1.698069 -0.839 -0.155 -0.509 -0.67
C 0.369859 1.037132 4.143364 -0.099 0.125 0.483 -0.57
C 1.940228 -1.060503 -1.710425 -0.233 -0.100 -0.127 -0.04
C 2.017453 0.163394 2.347671 0.331 -0.202 0.364 -0.29
C -4.400182 -3.390465 -0.998612 0.372 0.111 -0.151 -0.04
C 0.400264 5.400106 0.441035 0.075 0.274 0.098 -0.19
C 3.797016 2.642856 -0.249360 0.415 0.225 -0.014 -0.58
H 2.366820 0.485068 4.498154 -0.087 -0.047 0.024 0.09
H -0.597877 1.806668 5.771950 0.123 -0.066 -0.035 0.09
H 1.787087 -4.187890 -3.169820 -0.074 -0.071 -0.087 0.08
H 0.026337 -5.901361 0.954376 0.091 -0.079 -0.067 0.07
H 5.206075 2.450702 -1.711520 -0.081 -0.063 0.038 0.09
H 0.786537 -2.392550 -4.679601 -0.066 -0.100 -0.048 0.07
H -3.560112 -3.767058 -3.685810 -0.139 0.019 -0.116 0.07
H 2.693897 2.776003 1.555950 0.081 -0.030 0.100 0.04
H -0.826771 0.831702 -2.579564 -0.057 0.164 -0.093 0.04
H 2.013440 -3.809765 -1.457802 0.091 -0.111 0.105 0.07
H 5.862863 2.546694 -0.134696 -0.112 0.015 0.008 0.08
H 0.795543 7.289850 1.425722 0.042 -0.053 -0.018 0.07
H 3.201961 -3.247750 -2.659177 0.126 0.038 -0.030 0.07
H 1.443148 5.115839 0.349965 0.185 -0.017 0.041 0.09
H 3.107850 0.342508 2.343704 -0.146 0.030 -0.155 -0.03
H -4.321949 -4.406827 -0.618698 0.035 -0.154 0.028 0.07
H -1.515610 -5.061891 0.737239 -0.164 -0.096 -0.052 0.07
H 1.895181 -0.851078 1.950986 -0.058 0.058 -0.134 -0.04
H 1.824303 -2.912978 2.242684 0.125 0.122 0.107 0.06
H -1.874552 -2.838660 1.743218 -0.252 0.041 0.059 0.08
H -4.113845 -1.386013 -2.765483 -0.026 -0.003 -0.074 0.08
H -0.998268 -3.105398 3.271688 -0.012 -0.070 0.079 0.08
H -1.833306 -3.662168 -3.273139 0.130 -0.009 -0.174 0.07
H 1.260871 -0.837153 4.150963 -0.017 -0.023 0.153 0.09
H -2.824663 -4.944307 -2.577428 -0.018 -0.152 0.050 0.08
H -2.336890 -1.290323 -2.772858 0.125 0.166 -0.191 0.07
H 2.013664 -1.421474 -0.691444 0.144 -0.009 0.311 0.08
H 0.839537 0.922692 6.179773 -0.043 -0.001 -0.135 0.07
H 2.305619 -1.517108 -4.425443 0.133 0.053 -0.058 0.07
H 2.929254 -0.781873 -2.071847 0.117 -0.013 -0.051 0.09
H -0.513045 -1.818760 2.131505 0.056 0.220 0.122 0.07
H 1.297249 -0.186884 -1.692684 -0.050 0.229 -0.033 0.04
H -3.213663 -0.873329 -1.314659 -0.042 0.179 0.084 0.09
H 4.331988 2.153365 1.769761 0.012 -0.011 0.032 0.07
H 0.755596 -0.717842 -4.111020 -0.069 0.165 -0.064 0.07
H -5.238200 -3.328538 -1.690139 -0.141 -0.007 -0.072 0.07
H 1.262869 2.117996 -2.998821 -0.280 0.287 0.143 0.02
H -1.629659 7.817250 1.608336 -0.034 -0.090 -0.016 0.10
H 0.271153 3.388790 -2.846627 0.076 -0.155 0.031 0.04
H 2.038859 -4.561847 1.654377 0.064 -0.116 -0.092 0.07
H 4.099406 3.885909 1.440558 0.032 0.090 0.049 0.08
H -0.977937 -5.524490 2.368794 -0.005 -0.017 0.126 0.07
H -1.298403 2.271976 -1.931754 0.026 -0.035 0.096 -0.06
H 1.242465 -4.283399 3.214596 -0.004 -0.052 0.178 0.07
H -4.578648 -2.723959 -0.159836 -0.065 0.114 0.132 0.08
```
Positions in Å, forces in eV/Å.

Computed properties:
Frontier orbital gap, hartree: 0.1687
Highest occupied orbital energy, Ha: -0.009
LUMO, eV: 4.34
Charge: -2

---

| no. | E (a.u.) |
| --- | --- |
| 1 | -1859.99608 |
| 2 | -1021.99652 |
| 3 | -2788.61567 |